No. 1
Density functional theory data (ωB97M-V with the def2-TZVPD basis set) for 2 unconnected molecules or ions with the total composition C7H19N3 at a distorted geometry.

Structure (XYZ):
```
29
Properties=species:S:1:pos:R:3
C -2.004 1.490 1.723
C -1.471 1.185 0.356
N -0.557 2.056 -0.214
C -1.610 -0.063 -0.238
N -1.761 -0.160 -1.666
N -2.365 -1.056 0.455
H -1.623 0.779 2.461
H -1.696 2.484 2.048
H -3.093 1.428 1.734
H 0.210 1.500 -0.672
H -0.168 2.725 0.443
H -1.317 0.613 -2.139
H -1.345 -1.018 -2.009
H -2.331 -1.971 0.014
H -3.341 -0.809 0.553
C 2.315 0.294 -1.160
C 1.354 -0.479 -0.255
C 1.384 -1.953 -0.662
C 1.781 -0.335 1.203
H 2.397 1.341 -0.866
H 2.000 0.252 -2.203
H 3.328 -0.116 -1.102
H 0.050 -0.283 -0.248
H 0.697 -2.543 -0.053
H 2.385 -2.380 -0.540
H 1.100 -2.078 -1.708
H 2.787 -0.735 1.370
H 1.790 0.711 1.510
H 1.103 -0.879 1.863
```

## Properties
relative energy (zero: lowest compared OMol25 entry of this formula, charge and spin) = 47.71 kcal/mol
E_HOMO = -6.886 eV
SMILES string = CC(N)=C(N)N.CC(C)C
calculated total energy = -12035.730 eV
LUMO level = 0.853 eV
HOMO-LUMO gap = 7.74 eV



No. 2
Density functional theory data (ωB97M-V with the def2-TZVPD basis set) for a molecular structure, C37H37BaN9O4S3 at a distorted geometry.

Structure (XYZ):
```
91
Properties=species:S:1:pos:R:3
Ba 0.174 -0.238 -0.050
C 3.957 3.501 2.882
S 3.060 4.106 1.453
C 2.112 2.721 0.859
S 2.452 1.115 1.374
N 1.280 3.234 -0.030
N 0.333 2.351 -0.520
C -0.585 2.875 -1.240
C -1.892 2.164 -1.446
C -3.000 2.890 -1.866
C -4.249 2.286 -1.824
C -4.362 0.979 -1.382
C -3.200 0.304 -1.042
N -2.001 0.880 -1.074
H 4.961 3.922 2.851
H 4.030 2.416 2.848
H 3.464 3.803 3.804
H -0.509 3.920 -1.542
H -2.883 3.921 -2.171
H -5.128 2.844 -2.122
H -5.317 0.477 -1.333
H -3.223 -0.730 -0.714
O -2.169 -1.922 3.482
C -1.805 -1.200 2.582
N -1.262 -1.585 1.364
C -0.516 -2.742 1.239
O 0.126 -3.332 2.080
C -0.420 -3.296 -0.220
C -1.173 -4.417 -0.549
C -0.975 -5.007 -1.782
C -0.025 -4.481 -2.644
C 0.665 -3.354 -2.246
N 0.471 -2.755 -1.070
C -2.073 0.311 2.673
C -3.183 0.725 3.392
C -3.430 2.084 3.479
C -2.537 2.964 2.888
C -1.441 2.453 2.211
N -1.217 1.145 2.075
H -1.882 -4.813 0.163
H -1.547 -5.881 -2.067
H 0.174 -4.928 -3.608
H 1.403 -2.899 -2.896
H -3.805 -0.019 3.867
H -4.299 2.455 4.007
H -2.675 4.034 2.948
H -0.706 3.111 1.760
C -6.339 5.493 -8.669
C -6.138 4.266 -7.823
C -5.025 4.122 -7.008
C -4.839 2.999 -6.209
C -5.772 1.970 -6.240
N -5.654 0.801 -5.459
C -4.530 0.148 -4.996
O -4.611 -0.665 -4.096
N -3.368 0.465 -5.659
C -2.061 0.125 -5.272
C -1.022 0.389 -6.157
C 0.273 0.090 -5.784
C 0.491 -0.452 -4.526
N -0.493 -0.689 -3.668
C -1.744 -0.423 -4.033
C -6.906 2.109 -7.038
C -7.084 3.243 -7.808
H -5.395 6.002 -8.859
H -7.005 6.207 -8.181
H -6.784 5.238 -9.631
H -4.282 4.910 -6.975
H -3.989 2.951 -5.542
H -6.500 0.356 -5.143
H -3.460 0.968 -6.526
H -1.230 0.818 -7.130
H 1.104 0.282 -6.448
H 1.495 -0.689 -4.201
H -2.526 -0.648 -3.327
H -7.646 1.318 -7.054
H -7.974 3.330 -8.419
O 3.473 2.292 -2.840
S 4.137 1.423 -1.799
C 5.887 1.432 -2.193
C 5.998 0.665 -3.503
C 5.221 -0.633 -3.261
C 3.976 -0.275 -2.423
H 6.404 0.921 -1.376
H 6.197 2.474 -2.225
H 7.032 0.483 -3.794
H 5.522 1.251 -4.291
H 5.839 -1.339 -2.703
H 4.943 -1.117 -4.197
H 3.826 -0.946 -1.576
H 3.057 -0.229 -3.004
```

## Properties
E_HOMO = -7.372 eV
calculated total energy = -93772.115 eV
LUMO level = -0.191 eV
HOMO-LUMO gap = 7.18 eV



No. 3
Density functional theory data (ωB97M-V with the def2-TZVPD basis set) for C22H23N5O2S in the gas phase at a distorted geometry.

Structure (XYZ):
```
53
Properties=species:S:1:pos:R:3
O 1.451 -1.446 -1.549
C 0.688 -2.043 -0.824
N 0.675 -3.380 -0.649
C 1.600 -4.310 -1.272
C 3.074 -4.031 -0.961
C 3.835 -4.841 -2.015
C 2.849 -5.051 -3.184
C 1.581 -4.285 -2.803
C -0.398 -1.350 0.019
C -0.179 -1.546 1.500
C -1.261 -1.484 2.375
C -1.036 -1.606 3.735
C 0.269 -1.784 4.171
N 1.302 -1.848 3.351
C 1.085 -1.730 2.054
N -0.502 0.065 -0.297
C 0.662 0.919 -0.152
C 0.378 2.143 0.683
C 0.905 3.375 0.314
C 0.629 4.509 1.058
C -0.173 4.424 2.184
C -0.687 3.197 2.568
C -0.410 2.064 1.824
C -1.710 0.530 -0.676
O -2.721 -0.155 -0.676
C -1.770 1.960 -1.083
C -2.738 2.847 -0.670
S -2.457 4.338 -1.437
N -1.152 3.713 -2.249
N -0.923 2.514 -1.973
H -0.003 -3.766 -0.013
H 1.330 -5.310 -0.917
H 3.256 -2.966 -1.098
H 3.344 -4.306 0.058
H 4.146 -5.802 -1.605
H 4.731 -4.314 -2.337
H 2.625 -6.112 -3.300
H 3.259 -4.694 -4.127
H 1.646 -3.248 -3.131
H 0.679 -4.730 -3.218
H -1.373 -1.775 -0.260
H -2.259 -1.338 1.984
H -1.853 -1.562 4.439
H 0.501 -1.882 5.223
H 1.965 -1.795 1.427
H 1.030 1.213 -1.139
H 1.442 0.328 0.333
H 1.518 3.447 -0.572
H 1.034 5.462 0.752
H -0.396 5.310 2.759
H -1.307 3.121 3.449
H -0.821 1.112 2.129
H -3.541 2.685 0.018
```

## Properties
relative energy (zero: lowest compared OMol25 entry of this formula, charge and spin) = 16.28 kcal/mol
E_HOMO = -9.038 eV
SMILES string = O=C(NC1CCCC1)[C@@H](c1cccnc1)N(Cc1ccccc1)C(=O)c1csnn1
calculated total energy = -45568.186 eV
LUMO level = 0.301 eV
HOMO-LUMO gap = 9.34 eV



No. 4
Density functional theory data (ωB97M-V with the def2-TZVPD basis set) for a molecular structure, C22H43Cl2F9OP2V at a distorted geometry.

Structure (XYZ):
```
80
Properties=species:S:1:pos:R:3
V 0.017 -0.418 -0.458
Cl -0.046 0.268 -2.675
P -2.342 -0.902 -0.808
C -2.804 -1.775 -2.384
C -3.286 -1.809 0.513
C -3.124 0.758 -1.134
C -1.764 -2.838 -2.758
H -2.758 -0.967 -3.136
C -4.226 -2.353 -2.377
H -4.275 -3.294 -1.811
H -4.512 -2.572 -3.416
H -4.976 -1.662 -1.976
H -0.865 -2.367 -3.175
H -2.182 -3.518 -3.514
H -1.452 -3.437 -1.889
H -2.644 1.037 -2.089
C -2.728 1.792 -0.093
C -4.648 0.743 -1.324
H -4.939 0.348 -2.302
H -5.005 1.782 -1.266
H -5.155 0.184 -0.521
H -1.800 1.545 0.455
H -3.537 1.946 0.638
H -2.537 2.762 -0.582
C -2.684 -3.201 0.734
H -4.316 -1.911 0.127
C -3.323 -1.016 1.820
H -2.813 -3.872 -0.122
H -3.167 -3.663 1.605
H -1.609 -3.118 0.967
H -2.328 -0.630 2.095
H -3.648 -1.680 2.635
H -4.033 -0.179 1.782
Cl 0.367 -1.862 1.309
H 0.130 -1.652 -1.171
P 2.521 -0.080 -0.709
C 2.900 1.535 -1.550
C 3.670 -0.103 0.749
C 3.157 -1.382 -1.855
C 1.837 2.597 -1.215
H 2.803 1.274 -2.622
C 4.310 2.087 -1.303
H 4.383 2.582 -0.325
H 4.517 2.847 -2.070
H 5.097 1.325 -1.375
H 0.906 2.395 -1.761
H 2.199 3.590 -1.525
H 1.590 2.638 -0.140
H 2.597 -1.167 -2.785
C 2.781 -2.795 -1.380
C 4.660 -1.210 -2.112
H 4.871 -0.316 -2.710
H 5.038 -2.081 -2.666
H 5.231 -1.153 -1.175
H 2.014 -2.785 -0.589
H 3.658 -3.341 -1.004
H 2.356 -3.364 -2.221
C 3.172 1.006 1.672
H 4.679 0.144 0.379
C 3.709 -1.442 1.486
H 3.528 1.997 1.366
H 3.512 0.839 2.702
H 2.066 1.027 1.687
H 2.692 -1.797 1.711
H 4.219 -1.292 2.449
H 4.243 -2.224 0.935
F -0.995 0.465 4.179
C -0.009 1.394 4.000
F 0.092 2.110 5.158
F 1.154 0.709 3.867
C -0.337 2.270 2.705
O -0.193 1.547 1.605
C -1.804 2.869 3.016
F -1.921 3.397 4.269
F -2.122 3.849 2.125
F -2.769 1.919 2.910
C 0.535 3.600 2.638
F 0.185 4.560 3.544
F 1.857 3.337 2.841
F 0.419 4.153 1.399
```

## Properties
relative energy (zero: lowest compared OMol25 entry of this formula, charge and spin) = 0.00 kcal/mol
total charge = -1
E_HOMO (alpha / beta) = -5.103 / -5.594 eV
calculated total energy = -119332.288 eV
LUMO level (alpha / beta) = 2.703 / 2.705 eV
HOMO-LUMO gap (alpha / beta) = 7.81 / 8.30 eV
spin multiplicity = 3



No. 5
Density functional theory data (ωB97M-V with the def2-TZVPD basis set) for 4 unconnected molecules or ions with the total composition CH9O3S.

Structure (XYZ):
```
14
Properties=species:S:1:pos:R:3
C -1.889 -1.277 -0.623
S -1.983 -0.350 0.965
H -0.861 -1.225 -0.987
H -2.132 -2.325 -0.482
H -2.532 -0.828 -1.382
H 0.305 -0.137 1.293
H 0.881 1.173 0.842
O 1.145 0.378 1.335
H -0.594 1.984 -1.191
H -1.139 1.364 0.126
O -0.635 2.163 -0.247
H 2.742 0.033 -0.425
H 3.178 -0.531 0.839
O 3.513 -0.422 -0.063
```

## Properties
relative energy (zero: lowest compared OMol25 entry of this formula, charge and spin) = 4.61 kcal/mol
total charge = -1
E_HOMO = -3.388 eV
calculated total energy = -18162.574 eV
LUMO level = 3.895 eV
HOMO-LUMO gap = 7.28 eV



No. 6
Density functional theory data (ωB97M-V with the def2-TZVPD basis set) for C2HNO3 in the gas phase at a distorted geometry.

Structure (XYZ):
```
7
Properties=species:S:1:pos:R:3
O -2.993 1.233 -0.141
N -2.864 0.052 0.072
O -3.750 -0.726 0.243
C -1.451 -0.354 -0.129
C -0.135 -0.237 -0.172
O -0.524 -1.532 -0.250
H 0.876 0.338 -0.253
```

## Properties
relative energy (zero: lowest compared OMol25 entry of this formula, charge and spin) = 186.13 kcal/mol
E_HOMO = -9.211 eV
SMILES string = O=[N+]([O-])C1=CO1
calculated total energy = -9714.357 eV
LUMO level = -1.033 eV
HOMO-LUMO gap = 8.18 eV



No. 7
Density functional theory data (ωB97M-V with the def2-TZVPD basis set) for 3 unconnected molecules or ions with the total composition C3H13NO3 at a distorted geometry.

Structure (XYZ):
```
20
Properties=species:S:1:pos:R:3
C -0.675 -1.696 -1.592
N -0.402 -0.868 -0.442
C -0.968 0.473 -0.548
C -1.400 0.952 0.839
O -1.667 2.341 0.877
H -0.604 -2.740 -1.279
H -0.009 -1.525 -2.452
H -1.660 -1.523 -2.009
H 0.538 -0.805 -0.058
H -0.311 1.173 -1.049
H -1.912 0.392 -1.087
H -2.233 0.371 1.235
H -0.607 0.739 1.576
H -1.400 2.773 0.091
O 2.088 0.139 2.029
H 1.402 0.822 2.067
H 2.252 -0.069 2.954
O 2.324 -0.204 -0.676
H 2.289 0.179 0.219
H 2.954 -0.923 -0.694
```

## Properties
relative energy (zero: lowest compared OMol25 entry of this formula, charge and spin) = 30.50 kcal/mol
E_HOMO = -8.217 eV
SMILES string = CNCCO.O.O
calculated total energy = -10953.449 eV
LUMO level = 0.470 eV
HOMO-LUMO gap = 8.69 eV



No. 8
Density functional theory data (ωB97M-V with the def2-TZVPD basis set) for 2 unconnected molecules or ions with the total composition C16H19N2O at a distorted geometry.

Structure (XYZ):
```
38
Properties=species:S:1:pos:R:3
C 0.260 -1.312 3.005
N -0.052 -1.330 1.580
C 0.984 -1.616 0.710
C 2.281 -1.838 1.204
C 3.340 -2.069 0.333
C 3.121 -2.046 -1.053
C 1.849 -1.831 -1.575
C 0.725 -1.680 -0.717
C -0.582 -1.513 -1.190
C -1.601 -1.171 -0.295
C -1.340 -1.098 1.134
C -2.394 -0.789 2.016
C -3.664 -0.493 1.532
C -3.900 -0.474 0.149
C -2.886 -0.783 -0.747
H -0.623 -1.083 3.592
H 0.636 -2.286 3.343
H 1.017 -0.555 3.244
H 2.455 -1.843 2.278
H 4.334 -2.264 0.752
H 3.962 -2.218 -1.721
H 1.694 -1.765 -2.657
H -0.744 -1.263 -2.247
H -2.249 -0.789 3.094
H -4.463 -0.277 2.252
H -4.895 -0.232 -0.213
H -3.050 -0.736 -1.828
O -2.565 -5.795 -3.583
C -2.657 -5.300 -2.256
C -1.330 -4.618 -1.961
N -1.161 -3.377 -2.629
H -3.308 -6.393 -3.758
H -3.480 -4.576 -2.199
H -2.790 -6.117 -1.534
H -1.299 -4.332 -0.899
H -0.522 -5.347 -2.156
H -1.894 -3.102 -3.308
H -0.217 -3.013 -2.832
```

## Properties
relative energy (zero: lowest compared OMol25 entry of this formula, charge and spin) = 21.11 kcal/mol
total charge = +1
E_HOMO = -11.594 eV
calculated total energy = -21921.198 eV
LUMO level = -4.659 eV
HOMO-LUMO gap = 6.93 eV



- The lowest calculated total energy belongs to which entry?
  C22H43Cl2F9OP2V



- Among the records above, which one has the highest calculated total energy?
  C2HNO3